Molecular formula: C3H7O3
Method: DFT, wB97M-V/def2-TZVPD

The geometry in XYZ format:
```
13
C3H7O3 (wB97M-V/def2-TZVPD)
C 0.0650 2.0407 -0.9575
C -1.0381 1.4529 -0.0328
O -0.6097 0.8629 1.0141
O -2.2152 1.6692 -0.3570
H 1.0171 1.8008 -0.5176
H -0.0730 3.1212 -1.0514
H -0.0585 1.5778 -1.9362
C 0.6967 -2.3696 0.7306
O -0.1974 -1.6498 -0.0787
H -0.3569 -0.7648 0.3490
H 1.7342 -2.1226 0.4827
H 0.5257 -3.4448 0.5680
H 0.5099 -2.1739 1.7868
```

As for the HOMO energy: -4.29 eV. The total charge is -1. For the electronic energy, the calculation gives -9368.4277 eV.

=====

Molecular formula: C3H7O3S
Method: DFT, wB97M-V/def2-TZVPD

The geometry in XYZ format:
```
14
C3H7O3S (wB97M-V/def2-TZVPD)
C -2.7173 -0.5716 0.0447
C 1.2926 1.3996 -0.2588
C -1.4600 -0.7848 0.3500
O 3.5867 0.3786 0.4090
O 1.5441 -1.1771 0.2522
O -0.7503 -1.3269 -0.5926
S 2.3879 -0.0802 -0.3920
H -3.1429 -0.9947 -0.8065
H 1.4815 1.9691 0.5893
H -3.3699 0.0022 0.6748
H 1.5186 1.9963 -1.1938
H 0.3481 1.1373 -0.1547
H -1.0276 -0.4562 1.2065
H 0.3085 -1.4916 -0.1281
```

As for the HOMO energy: -3.98 eV. The total charge is -1. For the electronic energy, the calculation gives -20201.7339 eV.

=====

Looking at relative energy (zero: lowest compared OMol25 entry of this formula, charge and spin) for the records above, in order, we have 0.7306 2.3166 eV.